Computed, not measured: an isolated ion of composition C5H8N and charge +1 at a distorted geometry, with wB97M-V/def2-TZVPD.

Positions of all 14 atoms, in Å:
C1 -0.03 0.17 0.02
C2 -0.12 -0.67 1.13
C3 -1.12 1.02 -0.62
C4 0.86 0.39 -1.06
C5 1.10 -1.46 1.45
N1 -0.29 1.11 -1.80
H1 -1.06 -0.66 1.70
H2 -2.00 0.38 -0.61
H3 -1.17 1.91 0.00
H4 1.55 -1.18 2.47
H5 1.89 -1.39 0.65
H6 0.97 -2.48 1.34
H7 -0.60 0.68 -2.65
H8 0.01 2.17 -2.03

Summary:
Net charge: +1
Maximum force (hartree/bohr): 0.0805
HOMO-LUMO gap (alpha / beta) (eV): 7.41 / 7.41
ΔE to the lowest compared entry with this formula, charge and spin (kcal/mol): 131.2

Mulliken atomic charge list, values in e, 8 entries: 0.62, 0.01, -0.77, -0.53, -1.10, -0.05, 0.37, 0.37